Entry 1:
{
  "formula": "C5H8N2",
  "method": "ωB97M-V/def2-TZVPD",
  "lumo_energy_ev": 1.009,
  "orbital_gap_ev": 10.006,
  "smiles": "Cc1cnn(C)c1",
  "largest_force_ev_per_a": 6.644,
  "e_homo_ev": -9.00,
  "e_tot_ev": -8293.940,
  "elements": ["N", "N", "C", "C", "C", "C", "C", "H", "H", "H", "H", "H", "H", "H", "H"],
  "xyz": [[1.128, 0.293, -0.050], [0.991, 0.131, 1.276], [-2.420, -0.623, -0.015], [-0.071, 0.099, -0.639], [-0.989, -0.277, 0.226], [2.389, 0.718, -0.579], [-0.280, -0.205, 1.441], [-2.626, -0.664, -1.089], [3.111, -0.095, -0.530], [-2.683, -1.596, 0.416], [2.753, 1.547, 0.022], [-3.091, 0.124, 0.423], [0.167, -0.111, -1.731], [-0.660, -0.388, 2.438], [2.282, 1.047, -1.610]],
  "atomic_forces_ev_per_a": [[-0.849, 0.096, 1.855], [-0.022, 0.108, 0.204], [-0.253, -0.118, -0.061], [3.734, -0.497, -5.473], [-1.683, -0.326, 1.804], [0.300, -0.006, -0.119], [0.134, -0.048, 0.806], [0.012, -0.006, 0.177], [0.057, -0.004, -0.037], [0.069, 0.168, -0.061], [0.061, 0.052, -0.022], [0.105, -0.122, -0.063], [-1.621, 0.737, 1.044], [0.066, 0.009, -0.047], [-0.109, -0.043, -0.007]]
}



Entry 2:
{
  "formula": "C3H5N3S",
  "method": "ωB97M-V/def2-TZVPD",
  "lumo_energy_ev": -0.241,
  "orbital_gap_ev": 8.436,
  "smiles": "[H]/N=C\\N(C=S)N=C",
  "largest_force_ev_per_a": 3.507,
  "e_homo_ev": -8.68,
  "e_tot_ev": -18495.000,
  "elements": ["S", "N", "N", "N", "C", "C", "C", "H", "H", "H", "H", "H"],
  "xyz": [[-2.984, -0.251, -0.064], [-0.327, -0.095, -0.169], [-0.474, 1.287, -0.319], [1.265, -1.859, 0.041], [0.961, -0.709, -0.325], [-1.455, -0.858, -0.033], [0.429, 2.020, 0.168], [1.718, -0.029, -0.747], [0.274, 3.081, 0.040], [-1.172, -1.803, 0.275], [1.279, 1.606, 0.733], [0.486, -2.390, 0.401]],
  "atomic_forces_ev_per_a": [[0.845, -0.868, 0.011], [0.608, 0.219, -0.356], [-0.408, -0.478, -0.526], [0.717, -0.832, -0.420], [-0.412, 1.313, 0.482], [-1.139, 3.317, 0.024], [0.266, -0.530, 0.339], [-0.420, -0.286, 0.104], [0.255, 0.101, 0.067], [-0.104, -2.193, 0.115], [-0.175, 0.429, -0.177], [-0.034, -0.190, 0.337]]
}



Entry 3:
{
  "formula": "C5H7N",
  "method": "ωB97M-V/def2-TZVPD",
  "lumo_energy_ev": 1.072,
  "orbital_gap_ev": 10.978,
  "smiles": "C1=NC1.C=C=C",
  "largest_force_ev_per_a": 0.509,
  "e_homo_ev": -9.91,
  "e_tot_ev": -6784.301,
  "elements": ["N", "C", "C", "C", "C", "C", "H", "H", "H", "H", "H", "H", "H"],
  "xyz": [[1.352, -1.597, 0.295], [1.678, -0.871, -0.671], [0.473, -1.623, -0.948], [-0.909, 1.818, -0.443], [-0.803, 0.450, 1.779], [-0.868, 1.141, 0.674], [2.448, -0.156, -0.937], [0.506, -2.534, -1.546], [-0.370, 0.872, 2.681], [-0.503, -1.145, -0.860], [-1.159, -0.576, 1.827], [-0.086, 1.776, -1.154], [-1.759, 2.445, -0.696]],
  "atomic_forces_ev_per_a": [[0.279, 0.301, -0.300], [-0.037, -0.245, 0.364], [-0.300, -0.110, -0.205], [0.008, -0.089, 0.168], [-0.022, 0.132, -0.185], [-0.006, 0.010, 0.046], [-0.090, -0.104, 0.045], [0.025, 0.176, 0.093], [-0.044, -0.017, -0.133], [0.169, -0.081, -0.021], [0.029, 0.140, -0.054], [-0.101, -0.011, 0.128], [0.088, -0.102, 0.055]]
}



Entry 4:
{
  "formula": "C35H38AuN4O3SSi",
  "method": "ωB97M-V/def2-TZVPD",
  "lumo_energy_ev": 2.639,
  "orbital_gap_ev": 5.962,
  "largest_force_ev_per_a": 0.747,
  "e_homo_ev": -3.32,
  "charge": -1,
  "e_tot_ev": -71421.049,
  "elements": ["Au", "S", "Si", "O", "O", "O", "N", "N", "N", "N", "C", "C", "C", "C", "C", "C", "C", "C", "C", "C", "C", "C", "C", "C", "C", "C", "C", "C", "C", "C", "C", "C", "C", "C", "C", "C", "C", "C", "C", "C", "C", "C", "C", "C", "C", "H", "H", "H", "H", "H", "H", "H", "H", "H", "H", "H", "H", "H", "H", "H", "H", "H", "H", "H", "H", "H", "H", "H", "H", "H", "H", "H", "H", "H", "H", "H", "H", "H", "H", "H", "H", "H", "H"],
  "xyz": [[-1.355, 0.058, -0.984], [-1.067, -1.240, -3.461], [-2.940, -0.932, 0.485], [0.443, 4.724, 1.314], [2.748, -1.572, 1.504], [3.150, 3.871, -0.479], [1.323, 0.188, -0.322], [-2.312, -3.082, -2.067], [3.009, 1.241, 0.931], [0.919, 2.233, 0.714], [-1.656, -4.828, 1.477], [-4.726, -0.751, -0.166], [-2.143, 4.332, -1.244], [-1.358, 4.931, -0.266], [-2.162, -2.484, -3.279], [3.112, -2.098, -2.591], [3.646, 2.391, 1.429], [3.736, 3.607, 0.720], [-1.941, 2.998, -1.565], [1.097, 5.937, 0.950], [-0.985, 2.170, -0.939], [4.288, 2.299, 2.667], [3.636, -2.753, -0.347], [5.029, 4.568, 2.533], [1.446, -1.916, 2.019], [-2.970, 0.061, 2.105], [-1.718, -3.493, 1.084], [-2.911, -2.760, 1.105], [4.410, 4.678, 1.301], [2.323, -1.070, -2.104], [-3.117, -4.125, -1.796], [-4.010, -4.775, 1.943], [1.706, 1.170, 0.410], [-2.994, -3.029, -4.312], [-4.054, -3.440, 1.550], [2.190, -0.830, -0.731], [4.980, 3.362, 3.217], [3.781, -2.943, -1.712], [3.218, 2.910, -1.555], [-0.172, 2.822, -0.001], [-0.370, 4.176, 0.330], [2.848, -1.720, 0.135], [-3.809, -4.084, -4.063], [-2.809, -5.477, 1.905], [-3.876, -4.677, -2.780], [3.190, -2.250, -3.663], [3.295, 0.370, 1.346], [-2.935, -2.564, -5.286], [-1.512, 5.963, 0.028], [3.973, 2.150, -1.364], [-3.112, -4.461, -0.765], [1.769, -0.422, -2.775], [0.657, -1.386, 1.482], [-0.818, -3.006, 0.710], [-4.976, -1.523, -0.909], [1.796, 6.171, 1.752], [5.463, 3.251, 4.182], [-4.917, -5.274, 2.275], [5.553, 5.420, 2.950], [4.394, -3.753, -2.088], [-0.711, -5.363, 1.437], [1.292, -2.995, 1.933], [-2.773, -6.518, 2.204], [4.125, -3.400, 0.375], [-5.485, -0.788, 0.630], [-3.141, 1.121, 1.872], [4.213, 1.356, 3.204], [0.386, 6.762, 0.849], [-4.805, 0.223, -0.668], [-1.856, -2.559, -1.296], [2.246, 2.439, -1.700], [-4.517, -5.518, -2.563], [-2.580, 2.557, -2.325], [1.642, 5.812, 0.012], [3.481, 3.471, -2.449], [-3.759, -0.287, 2.788], [-2.004, -0.005, 2.624], [1.324, 2.885, 1.359], [-4.429, -4.478, -4.863], [-2.923, 4.904, -1.739], [1.434, -1.632, 3.069], [4.444, 5.601, 0.734], [-5.010, -2.920, 1.577]],
  "atomic_forces_ev_per_a": [[-0.277, -0.239, 0.651], [0.078, 0.335, -0.244], [0.115, 0.128, -0.289], [0.267, 0.211, 0.061], [-0.276, 0.101, 0.343], [-0.026, -0.223, -0.275], [0.193, -0.205, 0.123], [0.167, 0.288, 0.346], [-0.132, 0.223, -0.056], [-0.258, -0.315, -0.171], [-0.009, 0.080, 0.007], [-0.158, -0.019, -0.088], [0.004, -0.025, -0.038], [-0.075, -0.010, -0.090], [-0.240, -0.362, -0.282], [-0.013, 0.009, -0.026], [-0.053, -0.035, -0.037], [-0.006, -0.120, 0.038], [0.030, -0.013, -0.011], [-0.134, -0.137, 0.079], [0.032, 0.202, -0.045], [-0.005, -0.040, 0.025], [0.026, -0.043, -0.037], [0.019, 0.039, 0.048], [0.239, 0.080, -0.100], [0.082, 0.020, 0.185], [0.004, -0.020, 0.080], [0.071, -0.140, 0.135], [0.023, 0.027, -0.027], [-0.001, 0.100, 0.000], [-0.127, -0.200, 0.087], [0.034, 0.057, -0.041], [-0.008, 0.160, -0.318], [0.411, 0.338, 0.099], [-0.004, -0.011, 0.018], [-0.059, -0.011, -0.070], [0.013, 0.002, 0.004], [0.000, -0.005, -0.054], [0.004, 0.143, 0.290], [0.030, 0.107, -0.159], [0.074, -0.086, -0.069], [-0.132, 0.053, -0.118], [-0.272, -0.300, -0.049], [-0.001, 0.062, -0.017], [0.007, 0.024, -0.010], [-0.006, 0.017, 0.115], [0.141, -0.209, 0.084], [-0.013, -0.031, 0.026], [0.017, -0.052, -0.012], [0.017, -0.011, 0.035], [-0.047, -0.018, -0.213], [0.050, -0.066, 0.047], [0.012, 0.031, -0.023], [-0.069, -0.034, 0.046], [0.070, 0.145, 0.108], [-0.028, -0.040, -0.012], [-0.029, 0.010, -0.054], [0.055, 0.034, -0.027], [-0.019, -0.042, -0.012], [0.002, 0.004, 0.012], [-0.076, 0.034, 0.001], [0.001, -0.014, -0.015], [-0.001, 0.023, -0.010], [-0.026, 0.038, -0.056], [0.120, 0.007, -0.125], [0.020, -0.157, 0.035], [0.008, 0.101, -0.056], [-0.003, -0.020, 0.018], [-0.038, -0.155, 0.099], [-0.066, -0.065, -0.138], [-0.029, -0.007, 0.041], [-0.015, 0.005, -0.040], [0.007, 0.016, 0.053], [-0.009, -0.020, 0.002], [0.012, 0.029, -0.002], [0.099, 0.066, -0.071], [-0.176, 0.013, -0.070], [0.127, 0.214, 0.223], [0.041, 0.019, 0.041], [0.043, -0.026, 0.024], [0.029, 0.015, -0.008], [0.005, -0.050, 0.035], [0.118, -0.035, -0.004]]
}